(1)
Formula: C5H33NO13
Source: the OMol25 dataset
Level of theory: ωB97M-V/def2-TZVPD

CARTESIAN COORDINATES (ANGSTROEM)
N (1.1227, 0.0018, -2.1441)
H (-3.7498, -0.6763, -2.9809)
H (-0.6204, 3.2800, 0.5556)
H (0.1298, 1.7296, -1.3093)
H (1.0113, -1.3362, -3.9746)
H (0.6826, -3.8546, -0.5617)
O (-1.7969, 0.4847, 2.0024)
H (-2.4520, 0.1976, 2.5166)
H (1.5485, -2.1671, -2.1348)
H (2.5281, 2.0238, -0.1179)
H (3.3354, 0.9075, 0.8605)
H (-2.4611, 0.5678, -2.6756)
C (-0.8367, -3.6316, 0.9851)
H (-0.9270, 0.0450, -2.7069)
O (-0.5666, -3.6208, 2.3675)
H (-2.8954, 0.1935, 0.7962)
O (0.5037, -1.1791, -4.7625)
H (3.7573, 2.5149, 0.9111)
H (2.4201, 3.1366, 2.8441)
H (-1.1370, 1.8174, 2.9159)
H (4.2331, -0.1221, 1.6245)
H (0.9946, -2.4579, 0.5738)
O (-1.1803, 2.5235, 0.2830)
O (-1.7247, 0.1518, -3.2523)
C (-0.2188, -1.8967, -0.9182)
H (1.8572, 0.3223, -2.7280)
H (-0.8580, -1.1149, -0.5722)
H (-0.6924, -2.2132, -1.8556)
H (-0.8438, -4.7653, 0.6575)
O (-0.8547, 2.6002, 3.4421)
H (0.8876, -0.6271, 2.1074)
O (0.1951, -1.1057, 2.0963)
H (-0.9155, 1.7645, 0.8484)
H (-0.2070, -2.7348, 2.5764)
C (1.0528, 1.0892, -1.1216)
H (-2.7902, 1.4140, -0.0783)
H (-1.8668, -3.1368, 0.7668)
H (-0.4220, -0.7882, -4.6354)
H (-0.5726, -0.3762, 2.0155)
O (-4.3040, -0.2861, -2.2239)
O (-3.2219, 0.5888, -0.0523)
C (0.2163, -2.9822, 0.0448)
H (1.7598, -1.1445, -0.5389)
H (0.9794, 0.9368, 0.0047)
C (1.2498, -1.3349, -1.4495)
H (0.1266, 2.5907, 3.4133)
H (1.8413, 1.7869, 2.4124)
O (3.8673, 0.0977, 0.7907)
H (-3.8071, -0.1402, -1.3612)
O (1.8418, 2.4483, 3.1954)
O (2.2670, 1.5891, -1.2805)
O (2.7851, 2.5764, 1.0937)

* spin multiplicity: 2
* HOMO-LUMO gap (spin up / spin down): 8.957 / 4.884 eV
* energy above the lowest of the compared OMol25 structures with the same formula, charge and spin: 0.00 kcal per mole
* charge: -1

***

(2)
Formula: C19H14Cl4N7O3Pt
Source: the OMol25 dataset
Level of theory: ωB97M-V/def2-TZVPD

CARTESIAN COORDINATES (ANGSTROEM)
C (-0.4757, -1.8150, -1.7578)
C (-1.4901, 2.5348, 3.3518)
C (-0.4202, -2.8358, -2.6927)
H (6.0248, 2.2068, 2.3215)
C (0.9767, -2.2484, 2.6656)
N (0.4101, 1.1040, 3.1602)
C (2.3498, 2.0785, 0.6660)
N (0.7359, -3.3749, 3.2397)
O (-1.7781, 2.4928, -0.6334)
C (-3.6231, 3.8816, 0.6611)
N (2.0039, 0.9728, -0.0015)
H (6.6336, 1.9431, 0.6882)
C (-0.5871, 1.7480, 2.5628)
H (0.8350, 0.2969, 2.6502)
Pt (0.1002, 0.2101, -0.0133)
H (6.4432, 0.5736, 1.7797)
C (-1.6963, -1.5399, -1.0932)
N (0.1462, -3.5894, 5.6307)
C (4.6040, 1.3277, 0.9664)
O (-1.7099, -0.5932, -0.1700)
H (-4.0627, 4.6128, 1.3364)
C (4.2460, 0.1932, 0.2515)
H (4.9654, -0.5928, 0.0627)
H (-3.2071, 4.3784, -0.2109)
H (-1.3978, 2.5668, 4.4254)
Cl (-4.2001, -4.1592, -2.8224)
H (0.3480, 1.0017, 4.1597)
C (-2.7675, -3.2786, -2.4081)
H (-3.2002, 3.7975, 3.2298)
H (-4.3864, 3.1838, 0.3172)
N (-0.6995, 1.6795, 1.2324)
C (0.4043, -3.4564, 4.5052)
C (-2.4622, 3.2024, 2.7082)
N (1.2409, -1.2388, 2.1357)
H (1.5680, 2.8145, 0.7921)
H (3.8375, 3.2076, 1.6907)
C (-1.5639, -3.5709, -3.0273)
H (2.6379, -0.8185, -0.7791)
O (0.5809, -1.0717, -1.4436)
C (-1.6696, 2.4268, 0.5661)
Cl (1.1049, -3.1568, -3.4499)
C (6.0029, 1.5222, 1.4743)
C (-2.8269, -2.2675, -1.4422)
Cl (-4.3137, -1.8766, -0.6458)
Cl (-1.4616, -4.8407, -4.1999)
C (2.9558, 0.0481, -0.2153)
N (-2.5632, 3.1738, 1.3630)
C (3.6216, 2.2915, 1.1563)

* spin multiplicity: 1
* HOMO-LUMO gap: 6.374 eV
* energy above the lowest of the compared OMol25 structures with the same formula, charge and spin: 17.39 kcal per mole
* charge: -1

***

(3)
Formula: C24H24N2O3
Source: the OMol25 dataset
Level of theory: ωB97M-V/def2-TZVPD

CARTESIAN COORDINATES (ANGSTROEM)
C (-0.8920, 0.4749, -3.5963)
C (-0.7857, 0.7796, -0.1367)
C (-0.1591, 1.9347, -0.5910)
H (-0.4518, 3.8065, 2.2096)
H (0.8076, 2.9695, -2.2176)
H (-1.5308, 3.6812, -2.7704)
H (-2.1579, -1.8656, 6.1962)
H (-0.7123, -2.5942, 6.8972)
H (-1.0475, -0.8748, 7.1566)
H (1.4833, 0.2488, -1.4326)
C (1.4345, -1.3204, 1.3499)
C (-0.3310, -1.3485, 5.1877)
C (-0.5463, 2.9547, 1.5520)
C (-2.8523, 1.2694, -4.7303)
C (0.8963, -1.2920, 2.6189)
C (-0.0435, 3.0211, 0.2637)
C (2.3601, 0.9935, -3.1003)
H (3.7483, -0.3802, -4.0091)
H (-1.5658, 1.7544, 3.0007)
C (-1.2885, 0.7128, 1.1493)
C (0.5016, -3.5008, 0.9835)
H (-3.4054, 3.2963, -4.3180)
H (-3.6717, 1.0998, -5.4132)
H (-2.0534, -0.7036, -4.9478)
H (-0.6218, -4.3067, 2.6200)
C (-2.7023, 2.5015, -4.1159)
N (2.3361, -1.3875, -1.3018)
C (1.2441, -2.4166, 0.5069)
H (-0.1848, -0.3202, -3.4089)
C (-0.7337, 1.7082, -2.9823)
C (-1.1145, -1.6922, 6.4445)
C (0.1413, -2.3697, 3.0808)
H (1.0633, -0.4249, 3.2376)
N (1.4678, 1.0165, -2.0986)
H (0.3467, -4.3619, 0.3500)
H (0.4425, 3.9231, -0.0791)
C (0.3895, 1.9789, -1.9989)
H (1.6346, -3.3300, -1.4384)
C (-0.0419, -3.4776, 2.2463)
H (-0.8903, -0.0690, -0.7970)
H (0.7256, -1.1758, 5.4339)
H (2.0159, -0.4836, 0.9964)
H (-0.7363, -0.4399, 4.7217)
C (-1.1688, 1.8015, 1.9969)
H (-1.7751, -0.1902, 1.4875)
O (2.7597, -1.4262, -2.6227)
C (1.7691, -2.4283, -0.8410)
H (4.1504, 0.0818, -2.3327)
C (3.3369, -0.1955, -3.0158)
C (-1.6492, 2.7187, -3.2474)
O (2.4511, 1.8318, -3.9709)
C (-1.9445, 0.2589, -4.4693)
O (-0.4483, -2.4418, 4.2959)

* spin multiplicity: 1
* HOMO-LUMO gap: 8.762 eV
* energy above the lowest of the compared OMol25 structures with the same formula, charge and spin: 83.41 kcal per mole
* charge: 0

***

(4)
Formula: C2H8N4O2
Source: the OMol25 dataset
Level of theory: ωB97M-V/def2-TZVPD

CARTESIAN COORDINATES (ANGSTROEM)
C (-0.3819, -2.0375, 2.0959)
H (0.2967, -3.5965, 3.2385)
H (-0.9356, -0.2621, 1.3706)
H (0.1650, -0.0952, 2.6906)
N (0.1514, 0.5920, -2.2532)
N (0.4322, -2.6249, 3.0294)
N (0.1309, 2.9079, -2.1946)
H (-0.0627, 0.6453, -1.2750)
O (-1.1078, -2.6883, 1.3685)
C (0.1969, 1.7648, -2.9665)
O (0.3163, 1.8101, -4.1743)
H (-0.0328, 2.8492, -1.2082)
H (0.0985, 3.7594, -2.7212)
H (0.8659, -2.0699, 3.7459)
N (-0.2751, -0.6765, 2.0025)
H (0.1421, -0.2778, -2.7489)

* spin multiplicity: 1
* HOMO-LUMO gap: 10.278 eV
* energy above the lowest of the compared OMol25 structures with the same formula, charge and spin: 2.10 kcal per mole
* charge: 0